Record 1
This record from the Open Molecules 2025 dataset describes a 3-piece molecular cluster, C21H46NO2 overall at a distorted geometry. The level of theory is the ωB97M-V functional and the def2-TZVPD basis.

The value obtained for the HOMO energy is -11.14 eV.

Structure (ORCA input):
```
! wB97M-V def2-TZVPD RIJCOSX def2/J DEFGRID3
* xyz 1 1
H 0.402 -5.037 -3.518
H 0.995 -1.842 -1.643
C 0.865 0.688 1.226
N -1.483 4.002 -3.121
C -1.177 -4.289 -2.219
H -1.735 2.579 1.262
H -2.810 5.688 -2.443
H 1.473 -0.274 1.585
H -0.922 -6.175 -3.240
C 0.535 -2.576 -2.313
H 0.529 -3.591 0.365
H 1.624 2.285 2.829
C -1.808 1.410 1.172
H 0.740 -1.298 -4.041
C -2.013 1.062 -0.417
H 2.590 3.421 0.123
C 1.125 -5.469 1.197
H 0.281 -5.863 -1.965
H -0.389 3.395 2.769
H 4.588 -3.680 3.288
C -2.542 4.550 -2.384
C 0.992 4.601 1.238
O -0.444 -3.272 -1.542
H 2.338 -2.882 3.931
C -1.422 5.410 2.238
H 2.902 1.642 1.601
H 0.412 5.152 0.352
C 1.762 1.982 1.707
C -0.063 4.480 2.480
C 2.441 -3.568 3.084
H 0.801 0.571 0.041
H -2.326 2.122 -3.547
C -0.614 0.577 1.922
H 1.936 -5.924 1.772
H -3.110 0.637 -0.555
H -0.816 -1.137 -3.193
H -4.254 2.869 -1.883
H -1.282 0.220 -0.825
H -1.742 5.982 3.233
C -0.305 -5.403 -2.769
H 2.265 -3.826 0.357
H 4.025 -2.419 2.165
H -2.828 1.112 1.713
H 0.454 4.935 3.455
H -2.286 4.663 1.908
C -1.922 2.471 -1.243
H -0.488 1.889 -3.052
H 1.048 -6.005 0.246
H 0.874 2.739 -0.251
C 1.363 -3.989 0.954
H -1.185 3.256 -0.759
C 1.533 3.186 0.620
H -1.871 -4.715 -1.486
H -3.434 3.974 -0.433
H 0.198 -5.621 1.762
H -1.797 -3.847 -3.006
H -0.921 -0.573 1.870
H -0.828 4.510 -3.760
H 2.262 -4.574 3.479
H -0.510 -2.534 -4.222
H 4.009 -4.113 1.675
H 1.923 5.308 1.467
H -0.545 0.816 3.089
C -3.297 3.385 -1.449
C 3.845 -3.440 2.520
C -1.460 2.495 -2.815
C -0.046 -1.847 -3.512
O 1.419 -3.217 2.151
H 1.335 -3.261 -2.614
H -1.208 6.196 1.372
*
```


Record 2
This record from the Open Molecules 2025 dataset describes C5H11NO as an isolated structure at a distorted geometry. The level of theory is the ωB97M-V functional and the def2-TZVPD basis.

The value obtained for the HOMO energy is -7.46 eV. For the energy above the lowest of the compared OMol25 structures with the same formula, charge and spin, the calculation gives 4.959 eV.

Structure (ORCA input):
```
! wB97M-V def2-TZVPD RIJCOSX def2/J DEFGRID3
* xyz 0 1
H -1.505 -1.620 -0.618
C -0.927 -1.065 0.111
H -0.499 -1.727 0.855
C 1.438 0.419 0.682
H -1.909 -0.032 1.762
N 1.634 -0.061 -0.597
H -0.504 1.185 -1.346
H 1.892 0.667 -1.252
H 1.419 -0.345 1.454
H 0.537 -0.867 -2.188
O -0.480 1.815 -0.610
C -1.630 0.117 0.717
H -2.513 0.441 0.159
C -0.490 1.078 0.567
H 1.042 -2.035 -0.875
H 2.033 1.293 0.921
C 0.782 -1.017 -1.138
H -0.320 1.755 1.397
*
```


Record 3
This record from the Open Molecules 2025 dataset describes a 7-piece molecular cluster, C71H164F6N2O2P5 overall at a distorted geometry. The level of theory is the ωB97M-V functional and the def2-TZVPD basis.

The value obtained for the HOMO energy is -18.21 eV.

Structure (ORCA input):
```
! wB97M-V def2-TZVPD RIJCOSX def2/J DEFGRID3
* xyz 5 1
H -15.604 1.282 4.109
C -9.573 11.089 4.225
C -17.926 14.159 -0.835
H -22.317 16.237 2.209
H -15.898 11.044 5.595
H -18.908 11.470 5.841
C -18.101 19.189 -2.370
C -13.679 2.282 4.408
H -18.357 10.942 3.693
F -14.018 10.862 3.831
H -6.471 14.134 5.641
C -14.488 19.656 2.253
H -7.564 13.240 6.532
H -17.599 21.431 -3.770
H -19.131 18.973 -2.658
H -15.503 12.679 -4.873
H -8.642 15.269 4.525
H -16.500 8.189 13.529
O -16.059 16.639 3.032
H -10.371 13.399 2.551
H -10.825 14.604 -1.765
F -14.527 11.958 1.862
H -12.591 1.885 0.055
H -13.394 8.782 8.113
C -13.639 15.969 4.610
F -12.403 11.528 2.233
H -15.825 20.568 -5.625
H -6.540 12.750 1.910
H -16.718 1.847 6.213
C -14.370 1.635 -1.151
H -14.892 10.684 -0.493
H -15.596 21.475 1.955
H -18.118 4.330 5.719
H -18.742 17.663 1.963
H -14.219 0.990 1.737
H -16.738 10.792 -4.976
H -6.049 16.598 6.455
C -13.824 7.025 3.849
H -16.212 19.374 -3.441
H -4.569 14.464 0.555
C -15.657 2.059 6.085
H -17.893 4.330 7.515
N -13.540 11.940 -4.910
H -13.846 0.953 6.765
H -15.037 17.284 5.529
C -8.215 11.543 3.715
F -13.271 13.679 2.332
C -16.382 18.478 -0.007
H -11.105 3.929 4.229
C -14.249 2.058 1.514
H -13.508 20.031 2.548
H -9.317 11.812 0.859
H -15.494 3.014 6.587
H -15.972 10.427 10.285
H -10.467 4.816 2.946
H -12.445 5.471 4.232
C -9.415 13.615 2.073
C -6.173 14.891 1.997
H -16.677 4.876 6.335
F -14.661 13.080 3.960
H -8.197 5.153 4.307
H -9.254 2.257 4.011
C -16.883 20.821 -5.686
H -16.331 11.189 8.077
H -8.428 13.191 0.114
C -11.463 2.828 2.374
H -15.649 9.764 14.029
H -14.782 20.895 0.619
H -20.334 15.188 1.115
H -19.829 16.771 -0.694
H -13.457 14.898 4.519
F -12.496 12.697 4.324
H -16.160 17.688 0.711
C -10.631 8.872 5.056
H -15.783 6.736 8.008
C -15.176 8.509 10.855
C -4.716 15.013 1.486
C -16.124 16.034 4.110
H -14.062 5.131 4.832
C -10.450 13.231 -0.318
H -13.446 5.120 1.859
H -9.497 15.227 -0.743
H -10.474 8.955 6.132
H -14.497 10.086 12.032
C -9.212 3.277 3.629
H -16.827 9.863 12.888
H -16.018 7.729 6.553
H -13.485 16.296 3.582
H -18.476 8.179 7.295
H -15.570 6.857 2.680
H -13.321 7.499 3.006
C -16.368 7.545 7.570
C -4.276 16.409 1.276
H -5.008 17.159 0.977
H -15.990 11.592 -2.584
H -14.148 11.777 7.681
H -16.498 15.458 -0.145
H -13.539 12.038 -5.917
H -12.841 16.250 5.295
H -20.015 15.568 2.735
C -10.456 14.709 -0.745
H -17.320 20.291 -6.532
H -16.342 16.755 -2.627
H -16.962 9.721 5.374
C -13.503 5.508 3.975
H -17.377 18.486 -4.355
H -15.488 3.333 -1.723
H -11.159 15.200 -0.072
H -11.361 1.765 2.593
C -13.880 4.683 2.759
H -8.824 4.064 5.499
H -17.125 20.494 0.280
H -10.711 7.811 4.821
H -13.287 1.272 4.534
C -21.535 16.917 1.874
C -17.891 7.285 7.512
H -18.210 20.078 -1.747
C -15.707 2.301 -1.446
C -15.034 11.800 -4.433
C -15.374 20.529 1.460
H -17.200 19.379 1.742
H -15.239 0.819 7.871
H -15.957 6.744 4.421
O -14.192 10.547 -2.476
H -13.647 11.161 9.210
H -9.623 9.257 3.211
H -13.030 11.134 -4.571
C -16.888 10.684 5.880
C -17.327 15.310 4.604
H -14.571 0.574 -1.001
C -18.428 6.239 6.495
H -18.135 13.514 -1.690
H -14.055 8.564 12.697
C -17.738 4.875 6.584
H -14.963 4.591 2.674
C -14.933 0.922 6.831
C -9.311 12.886 0.676
H -13.239 2.872 5.212
C -20.234 16.047 1.780
H -5.728 13.290 3.490
P -15.853 9.142 8.220
H -7.573 11.288 4.561
C -19.232 17.456 -0.092
C -18.970 16.829 1.298
H -18.215 6.960 8.502
C -7.125 16.682 6.613
H -11.273 3.098 1.336
P -13.512 12.261 3.116
H -7.683 16.996 5.731
H -15.850 2.936 4.172
C -14.957 11.652 -2.933
H -10.937 12.913 7.228
C -12.203 11.194 7.660
C -7.585 15.246 7.088
C -13.969 10.549 -1.057
C -10.588 3.784 3.278
H -11.424 13.021 0.123
H -15.370 9.670 -4.660
H -7.652 10.981 2.970
C -8.505 14.245 4.874
H -13.766 1.791 -2.045
H -4.007 14.503 2.141
C -11.896 12.720 7.711
H -15.548 10.656 -6.222
C -6.413 13.518 2.674
C -13.611 2.271 0.057
H -18.804 20.568 -4.576
H -6.405 15.706 2.684
H -17.887 10.535 7.852
C -16.079 9.150 13.237
H -11.610 9.343 4.955
H -7.169 17.436 7.399
H -16.286 1.920 -2.287
H -6.872 15.076 1.180
H -11.779 13.065 8.738
H -12.634 13.335 7.194
H -17.981 16.163 -2.749
C -16.604 19.787 0.926
H -9.365 14.689 1.887
C -9.544 9.578 4.251
H -14.256 8.211 10.351
H -16.990 21.899 -5.806
C -14.095 9.520 7.723
H -17.026 14.523 5.297
H -18.892 14.594 -0.577
H -13.307 11.363 -0.756
H -10.433 11.372 3.617
C -7.503 14.185 5.992
H -21.779 17.368 0.912
C -17.912 11.762 5.507
H -18.366 12.589 0.571
H -13.567 7.609 4.733
H -13.063 12.770 -4.582
C -18.097 11.956 4.000
H -17.155 13.732 1.207
C -17.278 19.324 -3.664
H -17.156 9.168 10.327
H -11.413 10.693 8.219
H -9.467 13.849 5.202
H -17.696 12.725 5.972
H -15.324 2.231 1.574
C -17.543 13.254 0.307
H -15.997 14.614 -1.570
C -15.254 2.160 4.654
H -9.888 11.440 5.208
H -6.950 14.902 7.904
H -13.936 9.497 6.644
H -13.401 9.683 -0.719
H -8.637 9.099 4.622
H -15.494 8.334 3.713
H -8.663 3.208 2.688
H -17.942 14.920 3.795
P -13.279 2.941 2.807
C -16.126 9.376 10.035
H -17.834 16.029 5.250
H -19.516 6.164 6.469
C -15.678 10.598 -5.141
H -14.341 18.690 1.769
C -15.352 7.254 3.671
N -15.011 16.343 5.157
P -17.704 17.920 -1.141
H -8.600 15.339 7.475
H -15.601 18.622 -0.755
C -17.185 16.391 -2.039
H -10.259 12.670 -1.233
H -14.981 19.342 3.174
H -3.454 16.537 0.572
C -16.874 10.477 7.452
H -13.467 3.332 -0.152
H -15.271 -0.012 6.381
C -14.890 9.087 12.230
H -16.353 2.333 -0.568
H -21.384 17.640 2.675
H -17.223 12.286 3.438
H -18.082 16.201 1.380
C -17.725 20.562 -4.417
C -8.327 4.094 4.528
H -19.886 18.319 0.035
C -13.616 10.944 8.142
H -15.175 15.708 5.929
P -8.107 13.315 3.341
H -12.021 10.885 6.630
H -3.796 16.810 2.170
H -16.788 12.561 -0.067
C -16.836 15.162 -1.139
H -14.676 12.583 -2.438
H -18.873 12.639 3.654
H -7.334 3.653 4.615
H -15.698 7.557 10.957
H -18.342 6.614 5.473
*
```


Record 4
This record from the Open Molecules 2025 dataset describes C38H32Cl6CsN6O as an isolated structure. The level of theory is the ωB97M-V functional and the def2-TZVPD basis.

The value obtained for the HOMO energy is -4.67 eV. For the energy above the lowest of the compared OMol25 structures with the same formula, charge and spin, the calculation gives 0.431 eV.

Structure (ORCA input):
```
! wB97M-V def2-TZVPD RIJCOSX def2/J DEFGRID3
* xyz -1 1
O 2.359 -0.175 -2.873
H 1.534 4.326 -2.547
Cl 1.683 -7.280 4.233
C -4.842 0.845 0.310
H -9.595 -1.563 -0.315
C 2.247 -5.794 3.535
C 1.378 -4.796 3.101
N -3.943 -3.040 2.492
Cs -1.125 -2.309 2.056
C -5.175 -2.423 2.309
H 0.454 1.703 2.093
C 5.153 2.351 -3.567
N -3.093 -0.417 1.127
H 6.531 4.926 0.091
C 4.195 1.152 -3.547
H -9.115 1.304 2.827
H 2.675 2.907 -4.873
C -3.669 1.434 -0.092
N 2.343 0.817 -0.225
C -6.205 -3.221 2.909
C 3.110 -3.435 2.449
C 7.344 2.949 0.079
H -6.036 -5.137 3.986
Cl 5.765 -4.102 2.673
H -3.400 -4.831 3.427
C -10.883 0.286 1.109
C -9.495 -0.091 1.242
C -8.965 -1.083 0.421
C -6.824 -0.821 1.500
H 2.210 3.478 -1.160
C 0.483 1.845 -2.433
Cl 4.749 -6.778 3.906
C -7.364 0.171 2.312
H 4.123 0.224 -1.096
H -5.846 1.175 0.090
Cl 8.220 3.181 1.565
C -5.385 -1.216 1.639
C 4.059 -4.375 2.845
H -3.546 2.326 -0.687
C -4.198 -4.149 3.157
H 1.781 -1.194 -0.571
H 5.860 2.172 -4.383
H 3.854 0.981 -4.571
C 3.406 1.041 -1.182
C 2.255 3.561 -2.245
Cl 3.759 -1.903 1.783
H 4.761 0.255 -3.284
C -4.477 -0.313 1.068
C -2.633 0.615 0.442
H 3.905 1.956 -0.873
H -7.259 -2.992 2.935
H 5.288 4.596 -2.016
H -1.568 0.767 0.325
C 1.768 2.482 -4.440
H 0.431 1.731 -1.353
H 3.245 3.921 -2.523
H 4.631 3.270 -3.832
H -0.212 2.642 -2.706
N -11.988 0.585 1.005
C -8.694 0.535 2.192
H 0.953 3.182 -4.627
H 1.531 1.567 -4.991
H 6.786 0.598 -2.264
C 1.884 2.239 -2.928
C 5.888 3.786 -1.619
C -5.584 -4.317 3.450
N 1.956 1.787 0.640
C 6.723 1.554 -1.758
N 0.748 -0.091 0.949
C 1.624 -0.288 -0.014
H -7.214 -2.220 -0.068
C 3.615 -5.576 3.397
H 0.126 0.921 -2.887
C 1.748 -3.598 2.543
C 0.994 1.194 1.312
C 7.424 1.730 -0.576
Cl -0.378 -5.141 3.308
C 2.943 1.118 -2.641
H 2.032 -0.210 -3.779
H -6.729 0.655 3.043
C 6.584 3.983 -0.434
C 5.936 2.572 -2.294
H 8.021 0.931 -0.160
C -7.636 -1.444 0.558
*
```


Record 5
This record from the Open Molecules 2025 dataset describes C5H13NOSi as an isolated structure at a distorted geometry. The level of theory is the ωB97M-V functional and the def2-TZVPD basis.

The value obtained for the HOMO energy is -7.46 eV. For the energy above the lowest of the compared OMol25 structures with the same formula, charge and spin, the calculation gives 4.903 eV.

Structure (ORCA input):
```
! wB97M-V def2-TZVPD RIJCOSX def2/J DEFGRID3
* xyz 0 1
C -1.700 1.666 0.035
Si 0.695 -0.280 -0.640
C 1.310 -1.584 0.621
C 1.392 -2.829 0.262
H 3.120 2.086 0.431
H -1.844 -1.634 -0.725
N -1.552 0.205 -0.015
H 0.726 -0.830 -2.058
O 1.592 1.001 -0.359
H -1.554 2.108 -0.918
H 1.739 1.557 1.749
H -2.733 -0.579 -1.694
H 1.096 -3.259 -0.713
H -0.959 1.999 0.730
H 1.827 -1.158 1.536
C 2.000 1.875 0.575
H -2.749 1.784 0.433
H 1.471 2.747 0.560
C -2.414 -0.680 -0.621
H 1.817 -3.464 0.921
H -3.281 -0.732 -0.110
*
```


Record order is preserved below.
Lowest unoccupied orbital energy: -4.91, 0.97, -9.39, 1.79, 0.90 eV
Record order is preserved below.
Molar mass: 344.60, 101.15, 1346.96, 934.34, 131.25 g/mol
Record order is preserved below.
Electronic energy: -28094.1436, -8896.7380, -146075.1008, -126597.6924, -16807.6165 eV